No. 1
This record from OMol25 describes a structure of composition C20H44Br2GaO4. The level of theory is ωB97M-V/def2-TZVPD.

Structure (ORCA input):
```
! wB97M-V def2-TZVPD RIJCOSX def2/J DEFGRID3
* xyz -1 1
C 1.84373 -0.09004 -1.97746
C 0.38163 -0.50167 -2.22104
C -0.61629 0.66223 -2.30919
C -0.61958 1.59554 -1.08305
Ga -0.47275 3.61420 -1.28708
C -2.30181 4.53368 -1.63057
Br -2.12461 6.43342 -1.50114
C -3.48235 4.00863 -1.92871
C -3.74311 2.52974 -2.06799
Br -5.09806 5.04351 -2.20148
C 0.69562 4.34944 -2.80705
C 1.18587 3.34645 -3.85696
C 1.86105 5.22338 -2.31503
C 3.04649 4.46743 -1.67601
C 3.06169 4.43281 -0.14701
H 1.90964 0.95191 -1.65907
H 2.44730 -0.18460 -2.88277
H 2.31715 -0.69320 -1.20002
H 0.05112 -1.17148 -1.41851
H 0.32481 -1.08713 -3.14544
H -0.41986 1.20866 -3.23797
H -1.60838 0.21517 -2.43694
H -1.51558 1.40113 -0.48368
H 0.20097 1.32334 -0.41113
H -0.00898 4.21243 0.13537
H -4.66142 2.33440 -2.61704
H -3.81920 2.06307 -1.08233
H -2.91354 2.04796 -2.58386
H 0.01952 5.03114 -3.33984
H 1.89141 3.80435 -4.56715
H 0.34891 2.94880 -4.43836
H 1.68672 2.47502 -3.42501
H 1.48550 5.96325 -1.60022
H 2.25651 5.79555 -3.17012
H 3.98627 4.90601 -2.02634
H 3.05258 3.43906 -2.05308
H 2.36711 3.69943 0.25904
H 4.06506 4.20934 0.23022
H 2.76106 5.39916 0.26665
C -1.08169 -0.53404 4.89650
O -0.06557 -1.38331 4.40278
C -0.27718 -1.79612 3.06049
C 0.45802 -0.93324 2.05782
O -0.00778 0.39695 2.05058
C 0.85269 1.32228 2.68171
H -0.74963 -0.16344 5.86550
H -1.26291 0.31131 4.22937
H -2.02176 -1.08308 5.03218
H -1.34935 -1.78374 2.82863
H 0.07656 -2.82592 2.96773
H 0.29384 -1.35006 1.05765
H 1.53496 -0.96619 2.26298
H 1.76581 1.47618 2.09544
H 1.12687 0.99416 3.68991
H 0.31929 2.26963 2.73412
C -1.95592 -7.27502 0.31384
O -0.77542 -7.82801 0.86435
C 0.38483 -7.05663 0.61095
C 0.76573 -6.18269 1.78732
O -0.21640 -5.20360 2.06369
C -1.05836 -5.51711 3.15541
H -2.79080 -7.86351 0.69060
H -2.08810 -6.23066 0.60579
H -1.94559 -7.33592 -0.78004
H 0.24004 -6.42997 -0.27618
H 1.20696 -7.74855 0.40559
H 1.69902 -5.66331 1.54953
H 0.94171 -6.80787 2.67018
H -0.52566 -5.40610 4.10647
H -1.45097 -6.53458 3.08102
H -1.88545 -4.80932 3.13555
*
```

Results
E: -222102.5544 eV
HOMO: -4.7 eV
HOMO-LUMO gap: 6.9633 eV
LUMO level: 2.24 eV

No. 2
This record from OMol25 describes a cluster of 6 separate species, C20H44NO10S5 in total in a non-equilibrium geometry. The level of theory is ωB97M-V/def2-TZVPD.

Structure (ORCA input):
```
! wB97M-V def2-TZVPD RIJCOSX def2/J DEFGRID3
* xyz 1 1
N -0.13781 0.57728 -2.18691
H -0.52681 1.50428 -2.47091
H -1.03581 0.05328 -1.79491
H 0.42619 0.74228 -1.30891
H 0.37919 0.06928 -2.80591
C 0.74719 -5.31572 -0.99991
C 2.10719 -5.15472 -1.74791
C 2.16219 -3.62772 -1.93491
S 1.63419 -2.91272 -0.48991
O 0.70419 -1.85972 -0.79491
O 2.76919 -2.71472 0.31809
C 0.78419 -4.20772 0.25409
H 0.54819 -6.33172 -0.61591
H -0.10181 -5.19772 -1.62291
H 1.88119 -5.65172 -2.77391
H 2.82619 -5.60872 -1.16291
H 1.66319 -3.23772 -2.76191
H 3.17619 -3.38872 -2.25691
H -0.24781 -4.06672 0.43809
H 1.56219 -4.64472 1.04409
C -2.28081 5.63928 1.58509
C -3.09581 4.50728 1.13509
C -3.02281 4.68628 -0.31991
S -1.36781 4.71328 -0.76591
O -1.23081 5.68428 -1.87891
O -0.81981 3.41228 -0.77491
C -0.96581 5.61628 0.72609
H -2.18581 5.80228 2.67009
H -2.70581 6.68028 1.42209
H -4.07781 4.57828 1.45509
H -2.75581 3.60828 1.29409
H -3.61581 5.66228 -0.62891
H -3.35381 3.73728 -0.70991
H -0.71781 6.66528 0.54109
H -0.20581 5.16928 1.32009
C 6.01419 2.16328 -2.68291
C 5.71719 2.83428 -1.28091
C 4.31319 2.53828 -1.00491
S 3.93419 0.84428 -1.48991
O 2.77119 0.90328 -2.32691
O 3.92719 -0.16372 -0.44591
C 5.35819 0.73828 -2.46891
H 7.08219 1.96528 -2.79691
H 5.49819 2.62228 -3.52991
H 5.78619 4.01028 -1.33391
H 6.32019 2.45828 -0.40891
H 3.51819 2.96828 -1.54391
H 3.95119 2.89628 -0.05191
H 4.93119 0.32528 -3.42491
H 6.01619 0.11328 -1.95291
C -0.99381 -0.92172 3.80009
C -0.89981 0.57228 4.09309
C -0.81281 1.33328 2.75409
S -0.34281 0.18228 1.57009
O 0.94119 0.46528 1.05609
O -1.33781 -0.14072 0.66709
C -0.20381 -1.28272 2.57409
H -2.02481 -1.16872 3.82409
H -0.76681 -1.56772 4.76609
H 0.00019 0.72728 4.74409
H -1.81481 0.63728 4.74109
H -0.06681 2.10528 2.95209
H -1.86581 1.77328 2.61409
H 0.89219 -1.47372 2.49709
H -0.58181 -2.33072 1.90509
C -3.14381 -3.66072 0.79409
C -3.91081 -2.50572 1.34309
C -4.69581 -2.04872 0.09709
S -3.73681 -2.24872 -1.28691
O -3.08781 -1.06372 -1.72691
O -4.45981 -3.05872 -2.24591
C -2.53081 -3.27872 -0.58791
H -3.90781 -4.39872 0.79409
H -2.42181 -4.06372 1.41909
H -3.24181 -1.74972 1.65009
H -4.61981 -2.66872 2.24509
H -4.90881 -1.11572 0.19109
H -5.70481 -2.72472 -0.18391
H -1.50781 -2.72572 -0.52891
H -2.30081 -4.00272 -1.18291
*
```

Results
E: -97580.7196 eV
relative energy (zero: lowest compared OMol25 entry of this formula, charge and spin): 12.0 kcal/mol
HOMO: -12.5 eV
HOMO-LUMO gap: 10.6070 eV
LUMO level: -1.87 eV